A cluster of 2 separate species, C3H10B2O4 in total at a distorted geometry, computed with the ωB97M-V functional and the def2-TZVPD basis.

Cartesian coordinates (Å):
O1 2.069 1.111 -0.408
H1 -2.585 -1.662 0.319
O2 -0.478 2.316 0.440
C1 1.490 -0.823 -1.944
H2 -0.529 1.447 2.549
B1 -0.979 1.083 0.722
H3 -1.343 0.038 -1.289
B2 1.778 -0.207 -0.596
H4 -0.382 2.507 -0.559
O3 1.494 -0.932 0.544
H5 -1.329 -1.255 1.359
H6 1.205 -1.902 -2.088
O4 -1.015 0.851 2.057
C2 -1.652 -1.286 0.311
H7 1.204 -0.196 -2.810
C3 -1.375 -0.018 -0.300
H8 1.992 1.482 0.521
H9 -1.189 -2.200 -0.178
H10 1.624 -0.353 1.351

Summary:
- molar mass (g mol⁻¹) = 131.73
- E_LUMO (spin up / spin down) (eV) = -0.268 / -0.670
- energy relative to the best compared isomer or geometry (same formula, charge and spin) (eV) = 3.192
- orbital gap (spin up / spin down) (eV) = 9.0 / 7.6
- electronic energy (eV) = -12817.5312